Entry 1:
Computed, not measured: the molecule C2H2FP in a non-equilibrium geometry, with wB97M-V/def2-TZVPD.

CARTESIAN COORDINATES (ANGSTROEM)
C (-0.4267, 0.4576, -0.6199)
F (-2.8953, -0.7527, -0.1438)
C (-0.6470, -0.1334, 0.7394)
H (0.3640, 0.6311, -1.1744)
H (-0.0140, -0.4117, 1.5566)
P (-2.1095, 0.6271, 0.1139)

Values from the calculation:
LUMO level (alpha / beta)	1.17 / -2.83	eV
strongest force on any atom	5.20	eV/Å
highest occupied orbital energy (alpha / beta)	-0.249 / -0.367	hartree
calculated total energy	-14106.9761	eV
2S+1	3
<S²>	2.013

---

Entry 2:
Computed, not measured: a cluster of 3 separate species, C13H17F4N4 in total, with wB97M-V/def2-TZVPD.

CARTESIAN COORDINATES (ANGSTROEM)
F (3.4531, -1.6590, 2.7593)
H (-2.4208, -1.9237, 0.7452)
H (2.2814, 0.1600, 1.5600)
H (1.5116, 1.7408, 4.6760)
C (-1.7923, -1.0486, 0.6645)
H (-2.5347, -2.0810, -3.3412)
N (-1.7916, -0.4027, -4.2538)
C (-1.0021, 0.8699, -0.5151)
C (-3.4931, -0.9879, -6.3828)
C (-2.6701, 0.1245, -6.4218)
F (2.8252, -0.8444, 5.6942)
C (3.5784, -0.3262, 4.7078)
H (-1.1798, 1.2282, -5.3326)
C (-2.5927, -1.4679, -4.2347)
H (3.1974, 2.3712, 3.2561)
H (0.4841, 1.9860, 0.5610)
H (-4.1535, -1.2150, -7.2091)
N (1.2688, 1.8487, 3.7066)
H (-1.0026, 1.5232, -1.3755)
H (3.8136, 0.5355, 2.0253)
C (2.8284, -0.6315, 3.3627)
H (3.7149, 0.7324, 4.9137)
C (-0.9298, -0.7103, 1.6929)
N (-0.1244, 0.3533, 1.6576)
C (-3.4549, -1.8046, -5.2651)
C (-1.8420, 0.3697, -5.3378)
H (-2.4860, -0.4710, -1.2865)
H (2.1062, 2.3821, 1.9095)
F (1.5544, -0.9497, 3.5513)
C (2.3517, 1.8599, 2.8229)
H (0.5053, 1.2433, 3.4236)
H (-0.8761, -1.3133, 2.5920)
N (2.8508, 0.4585, 2.3578)
C (-1.8268, -0.2408, -0.4605)
H (-4.0798, -2.6836, -5.1921)
F (4.7695, -0.9373, 4.6795)
C (-0.1740, 1.1219, 0.5631)
H (-2.6676, 0.7894, -7.2739)

Values from the calculation:
charge	+1
LUMO level	-2.98	eV
strongest force on any atom	0.98	eV/Å
highest occupied orbital energy	-0.428	hartree
calculated total energy	-30580.0664	eV

---

Entry 3:
Computed, not measured: the molecule C25H25N3O4S, with wB97M-V/def2-TZVPD.

CARTESIAN COORDINATES (ANGSTROEM)
C (3.9311, 0.3632, 1.1573)
H (-1.0610, 3.1209, -1.4797)
C (-2.9880, -0.7466, 0.1067)
C (2.7104, 1.5139, 2.6135)
H (-3.9767, 0.6301, 1.4347)
H (-0.0759, 1.0413, -2.3330)
C (-3.7181, 0.3948, 0.4119)
C (-0.7494, 2.3518, -0.7891)
H (-0.6830, 1.7769, 2.5582)
C (3.1433, 1.4705, 1.2663)
C (0.7732, -1.0907, -0.4826)
H (0.1682, -0.0465, 3.6341)
N (0.4414, -0.6934, 1.6981)
H (5.2124, 0.6116, -0.5165)
H (-4.7328, 2.1151, -0.3151)
H (2.0843, 2.2576, 3.0617)
H (-5.9063, 2.7435, -2.2542)
H (-1.3522, 3.4859, 0.9258)
C (-2.3899, -1.6547, 1.1154)
C (-0.1922, 1.1908, -1.2719)
O (3.9988, -0.2788, 2.3455)
H (-1.1080, -2.7455, 2.9098)
S (1.1864, -1.9872, -1.9406)
C (-4.1647, 1.2396, -0.5876)
H (0.9626, -1.6246, 3.4765)
H (3.4237, -1.7087, -0.8260)
H (-5.0940, 3.3886, -3.7008)
C (-2.7365, -1.0425, -1.2344)
H (-4.3527, 3.6129, -2.0969)
C (3.2049, -0.0278, -1.9495)
N (-2.1803, -1.1089, 2.3558)
C (0.0058, 0.4190, 1.0237)
H (-1.5280, -1.6606, 4.2638)
C (-1.1958, -1.7022, 3.2235)
C (-3.8770, 0.9591, -1.9201)
H (2.9056, 2.1584, 0.4817)
H (-2.9645, -0.4167, -3.2703)
C (-0.9185, 2.5587, 0.5807)
H (1.2454, -2.5645, 1.0843)
C (0.8896, -1.5994, 0.7798)
C (0.1709, -0.9865, 3.0774)
C (4.6758, -0.1975, -0.0121)
H (2.7822, -1.3723, -3.5672)
O (-4.2396, 1.7346, -2.9728)
O (-2.0757, -2.8018, 0.8657)
H (5.3800, -0.9570, 0.3321)
C (-4.9361, 2.9321, -2.7250)
H (3.2201, 0.0683, 4.2281)
H (1.6031, -0.0645, -3.3677)
H (-2.3225, -0.1158, 2.4565)
O (3.4628, 1.1411, -2.1352)
H (-2.1804, -1.9383, -1.4656)
C (3.2623, 0.4295, 3.2195)
C (0.1970, 0.2090, -0.3644)
C (-3.1672, -0.2033, -2.2330)
C (-0.5474, 1.6022, 1.4999)
C (2.2294, -0.7795, -2.8365)
N (3.7920, -0.7843, -0.9988)

Values from the calculation:
LUMO level	0.55	eV
strongest force on any atom	0.90	eV/Å
highest occupied orbital energy	-0.286	hartree
calculated total energy	-49827.0507	eV
structure (SMILES)	COc1ccc(C(=O)NCCn2cc(SCC(=O)NCc3ccco3)c3ccccc32)cc1

---

Entry 4:
Computed, not measured: the molecule C3H10N2 in a non-equilibrium geometry, with wB97M-V/def2-TZVPD.

CARTESIAN COORDINATES (ANGSTROEM)
N (2.0389, -0.4978, -0.1700)
H (-1.1855, -1.6515, 1.1557)
H (2.7776, -0.1484, -0.7752)
H (0.1513, -2.0025, 0.2548)
C (-0.3492, 0.0459, 0.4270)
H (-2.3523, 0.8805, 0.6729)
H (0.5229, 0.3811, -1.3599)
H (1.2101, 1.4819, -0.1371)
H (-1.2448, 2.0372, 0.0317)
C (0.9199, 0.4514, -0.3162)
N (-0.6551, -1.4100, 0.3449)
H (1.7267, -1.3147, -0.6805)
H (-0.2453, 0.1160, 1.5235)
H (-1.8258, 0.6550, -0.9804)
C (-1.4893, 0.9761, 0.0090)

Values from the calculation:
LUMO level	1.15	eV
strongest force on any atom	2.47	eV/Å
highest occupied orbital energy	-0.328	hartree
calculated total energy	-6252.8256	eV
structure (SMILES)	C[C@@H](N)CN

---

Entry 5:
Computed, not measured: a structure of composition C28H63BF5INO18P2S4 in a non-equilibrium geometry, with wB97M-V/def2-TZVPD.

CARTESIAN COORDINATES (ANGSTROEM)
O (-7.6539, 1.6316, 5.3660)
H (-1.8142, 3.0647, 4.5835)
F (3.7009, -2.3686, 1.0552)
H (-6.0246, 0.7232, 2.3490)
H (6.0091, -0.3623, -1.6948)
C (3.7915, -2.3823, -2.6457)
H (-1.4174, -3.0420, -1.3128)
H (1.1875, -4.2527, -2.3999)
I (3.8302, -4.0354, -4.2105)
N (0.0781, -1.0702, -0.9724)
H (1.5045, 0.1962, -7.4145)
H (1.1695, -2.1087, -5.5921)
C (-1.5091, 9.1452, -4.0882)
C (1.4850, -2.9060, 0.2938)
H (-0.8020, -1.0735, -2.9500)
S (-1.7607, 4.1786, 1.2867)
O (2.9799, -2.9384, -1.7264)
C (1.7864, -6.0078, 9.0128)
F (0.2785, -2.8667, 0.9152)
H (2.2406, -5.0275, 9.1339)
H (0.9325, -6.1104, 9.6795)
C (2.0234, -5.1069, 4.3587)
C (-0.8353, 5.6604, 1.0640)
H (-5.1227, 8.0373, -2.4944)
H (-1.7739, -0.4431, -1.6432)
O (-1.3132, 3.8881, 2.7907)
H (-2.1259, 0.7631, 3.8082)
H (2.3768, -4.1129, 4.6283)
H (-0.8535, 7.1265, -4.5115)
H (-0.7463, 9.3254, -3.3282)
F (1.9465, -4.1849, 0.2442)
H (-1.4471, -4.1339, -2.6821)
H (3.3858, 0.7704, -1.7019)
H (-3.2133, -4.7174, -0.9736)
H (3.7511, -6.1950, 5.0033)
C (-4.4158, 8.1684, -1.6788)
C (5.5883, -1.2344, -1.1818)
C (2.6844, -6.1626, 5.2213)
H (5.7845, -1.9746, -3.2141)
H (4.6902, -0.8628, -0.6749)
H (2.2380, -5.2856, 3.3056)
O (0.8113, -7.5166, 7.1175)
C (-0.7817, -5.0715, -0.8839)
H (2.3150, -1.8705, -6.9338)
H (8.8176, -1.3655, 0.0599)
C (5.2690, -2.2746, -2.2917)
S (1.1902, -6.1570, 7.3595)
H (0.9407, -5.1126, 4.4885)
H (-0.1957, 8.3512, -5.5995)
H (5.6643, -3.2648, -2.0436)
O (-7.3286, 2.2183, 2.9925)
H (-9.0343, 0.2000, 2.6585)
C (-2.0501, 2.8975, 3.5332)
H (0.0489, 1.1009, -3.3501)
C (-0.3994, 1.0140, -2.3530)
P (1.4846, -2.0102, -1.4738)
H (0.2920, 0.0390, -6.1471)
H (-7.7740, -0.4448, 3.6991)
H (0.3245, -0.3388, -0.3154)
O (-3.1341, -5.5597, -1.4480)
S (-6.7666, 2.3214, 4.4813)
O (-1.6605, -7.2145, -1.3920)
O (-3.1613, 4.4912, 1.2717)
H (-1.9594, 1.2587, 2.1219)
H (8.0789, -0.3711, -1.1985)
C (-1.6532, 1.4865, 3.1433)
H (4.5530, -0.2243, -5.9270)
B (3.2122, -1.2896, -5.0462)
H (-7.8690, -0.9791, 2.0190)
H (-6.7222, 4.3089, 5.7027)
H (-0.5708, 1.3620, 3.1919)
H (2.2814, -7.1557, 5.0137)
C (3.1044, -1.2107, -3.4398)
H (-7.2512, 1.2500, 1.2091)
O (4.4772, -1.1546, -5.6518)
F (2.1107, -0.9386, 1.5264)
C (1.3634, -0.0330, -6.3517)
O (1.7664, -1.1609, -2.9830)
H (-1.0278, -4.7716, 0.1435)
C (-6.9987, 4.0572, 4.6808)
C (-1.8876, -6.0645, -1.2728)
C (8.0767, -1.3701, -0.7493)
P (3.6464, 0.5507, -3.0785)
H (-1.2154, 6.4188, 1.7436)
C (2.4278, -2.2030, 1.3174)
F (2.2263, -2.8214, 2.5185)
S (-2.7959, 7.8031, -2.2678)
O (-2.7918, 6.4827, -2.8109)
H (-1.8850, 7.8223, -5.7511)
H (-6.3574, 4.5801, 3.9752)
H (0.3655, 1.3431, -1.6372)
C (6.6750, -1.7669, -0.2091)
H (-1.2696, 1.6635, -2.2266)
O (2.5760, -5.8674, 6.6302)
C (1.9488, -1.4520, -5.9878)
H (-4.4331, 9.1898, -1.3070)
H (8.3680, -2.0783, -1.5345)
H (-8.0457, 4.2930, 4.5068)
H (2.3548, -0.9914, -0.9287)
O (-1.8381, 8.2037, -1.2793)
C (-0.8312, -3.8104, -1.8277)
C (-7.0741, 1.0080, 2.2559)
H (1.9012, 0.7550, -5.8066)
H (6.5364, -1.3034, 0.7744)
C (-7.9922, -0.1214, 2.6811)
H (-1.6464, 10.0767, -4.6363)
O (5.0226, 0.9310, -3.5131)
H (0.1719, -5.5904, -0.9487)
C (-1.0849, 8.0481, -5.0455)
O (-1.2229, 3.1635, 0.4388)
O (-2.7736, 8.8597, -3.4656)
H (6.6268, -2.8578, -0.1436)
C (0.5353, -3.3737, -2.3834)
H (2.6694, 1.3325, -3.7563)
H (0.4527, -3.0578, -3.4269)
C (-0.7350, -0.4830, -2.0340)
O (-5.3659, 2.0317, 4.4661)
H (-3.1234, 3.0530, 3.4129)
H (-4.6358, 7.4681, -0.8747)
H (2.5085, -6.7986, 9.1988)
O (0.2863, -5.0810, 7.0993)
H (-0.9669, 5.9813, 0.0318)
H (0.2142, 5.4541, 1.2597)

Values from the calculation:
charge	-1
LUMO level	1.51	eV
strongest force on any atom	2.38	eV/Å
highest occupied orbital energy	-0.196	hartree
calculated total energy	-152687.7964	eV

---

Entry 6:
Computed, not measured: a structure of composition C24H48O27RbS3Y in a non-equilibrium geometry, with wB97M-V/def2-TZVPD.

CARTESIAN COORDINATES (ANGSTROEM)
O (2.7963, -8.1954, 0.1051)
C (-5.4118, -2.5145, -0.2155)
H (-2.9860, 7.3020, 0.1838)
O (3.3551, -5.7295, 0.4116)
H (1.6674, 2.2175, -1.8695)
H (1.6414, -5.8777, -3.3839)
O (3.0142, -0.4610, 0.4096)
H (5.4125, -1.2810, -2.7358)
H (3.2587, 1.9946, 0.2957)
O (1.0682, 2.2578, 1.7717)
C (-1.9071, -2.6251, 0.6066)
H (-0.4572, 4.5619, 1.9255)
O (0.9743, -6.3939, -0.3942)
C (-0.1503, -0.9449, -3.4606)
H (-1.8670, 5.2068, 0.8888)
H (3.9415, 1.3960, 1.9194)
C (-0.6888, -0.5499, 4.2712)
H (-5.7849, -3.1087, 0.6187)
H (1.2454, 1.1798, 4.1441)
C (-0.3529, 3.8532, -1.0096)
H (0.2304, -0.4423, -4.3497)
H (2.1407, -0.2514, 3.4397)
O (-0.6843, 2.9670, -0.2283)
H (0.4069, -4.5251, 2.0835)
C (-2.1717, 6.8937, -0.4148)
Rb (4.7465, -2.5402, 0.4068)
H (-0.3136, 3.9568, 3.6492)
H (-1.0958, 6.4897, 3.2810)
H (1.2085, -2.6817, -3.4943)
H (-2.3386, 7.2024, -1.4468)
H (-2.8605, 4.7866, -0.3959)
O (0.4794, 3.9099, -2.0705)
H (-4.0817, -1.3095, 0.9617)
H (-0.1034, -2.8963, 2.4064)
H (5.0412, 0.3857, -2.2299)
H (0.2750, -0.4407, -2.5928)
C (0.0486, 4.6470, 2.8873)
H (2.8896, -0.0427, -2.1162)
C (-0.0087, -3.6352, 1.6107)
C (1.9677, -5.4877, -2.4198)
H (1.4160, 2.8521, -3.5391)
O (-1.5307, -0.7743, -3.4256)
O (-0.8543, 5.0843, -0.9499)
H (-0.1691, -2.8083, -4.3831)
O (-3.3240, 0.2768, -2.6610)
C (-0.0972, 6.0678, 3.3940)
C (-3.5960, -2.0148, 4.2267)
H (-5.5631, -3.2011, -1.0485)
H (-1.2766, 7.4225, -0.0874)
H (2.3288, 0.1190, 5.1356)
C (-2.0135, 5.4335, -0.1673)
H (-2.9876, -2.2952, 3.3668)
H (-3.7430, -1.3205, -0.7819)
H (-0.1701, -5.1067, -1.5613)
H (-3.4474, -0.8999, 6.0060)
H (-4.2281, 2.1518, -2.5640)
O (1.4472, 4.3566, 2.6860)
H (0.1129, 1.9209, -2.6378)
H (-4.5910, -1.7767, 3.8507)
H (-5.0130, 0.9518, -1.6091)
H (-3.0873, 0.1043, 4.6917)
H (0.8129, -3.2648, 0.9976)
S (2.6042, -6.7691, -0.2901)
C (4.7973, -0.4047, -2.9398)
S (3.7891, 0.4284, -5.1523)
Y (-0.8121, 0.8844, 0.9920)
H (0.4777, 6.6616, 2.6834)
O (-1.5551, 0.2258, -1.2985)
O (0.8353, -0.5271, 1.4279)
H (-0.2853, -2.8556, -2.5554)
O (-1.1443, -3.7698, 0.8216)
O (0.5803, -0.6786, 4.7345)
C (-4.0572, -1.9296, 0.0657)
H (-3.5714, 1.6239, -1.0155)
C (3.7893, 2.2188, 1.2210)
O (0.9737, 0.6863, -0.3375)
O (3.1334, 3.3239, 1.8804)
O (3.7366, -0.1495, -6.5337)
O (-1.5400, -1.4476, 0.8757)
H (-6.0866, -1.7460, -0.5925)
C (-2.0476, -0.1009, -2.3543)
C (0.1607, -2.3878, -3.4331)
H (2.5172, -4.5488, -2.4882)
C (1.6271, 0.1713, 4.3031)
C (0.8681, -5.2709, -1.2727)
C (3.3219, -0.6430, -2.9167)
H (4.7886, 2.4748, 0.8690)
O (-0.9904, 0.1788, 3.2783)
O (-3.1216, -2.9869, 0.1760)
O (-1.5766, -1.1381, 5.1399)
O (1.2594, -1.6432, -0.6364)
O (5.1456, -0.0801, -4.2759)
O (2.7580, -0.4506, -4.2321)
C (-2.9741, -0.9274, 5.0245)
S (1.6003, -0.5087, 0.2069)
H (3.2089, -1.7213, -2.8045)
H (-3.5494, -2.9196, 4.8327)
C (1.8242, 3.1820, 2.0672)
O (2.6885, -6.5779, -1.9254)
C (-4.0282, 1.2786, -1.9430)
H (0.3397, 6.1074, 4.3919)
H (1.0515, -4.2989, -0.8147)
O (3.5449, 1.8630, -4.9857)
C (0.9477, 2.6196, -2.5826)

Values from the calculation:
charge	+2
LUMO level	-5.99	eV
strongest force on any atom	5.13	eV/Å
highest occupied orbital energy	-0.549	hartree
calculated total energy	-115141.5374	eV